A) This record from OMol25 describes a cluster of 2 separate species, CH3O3 in total. The level of theory is the ωB97M-V functional and the def2-TZVPD basis.

Geometry as ORCA input:
```
! wB97M-V def2-TZVPD RIJCOSX def2/J DEFGRID3
* xyz -1 1
O -0.566 0.563 0.775
O 1.958 -0.397 0.422
O -0.779 -0.153 -1.352
C -1.203 0.160 -0.231
H 1.170 -0.116 0.927
H -2.315 0.088 -0.066
H 1.735 -0.144 -0.475
*
```

Its highest occupied orbital energy is -4.34 eV. The orbital gap comes out at 9.053 eV.

natural (NBO) population analysis, charges in e, atoms 1 to 2: atom 1 (O): -0.820, atom 2 (O): -1.009

B) This record from OMol25 describes a cluster of 2 separate species, CH3O3 in total. The level of theory is the ωB97M-V functional and the def2-TZVPD basis.

Geometry as ORCA input:
```
! wB97M-V def2-TZVPD RIJCOSX def2/J DEFGRID3
* xyz -1 1
O -0.372 -0.444 -0.417
O -1.125 1.646 0.032
O 2.038 -0.281 0.401
C -1.277 0.448 -0.238
H -2.352 0.084 -0.333
H 1.081 -0.237 -0.042
H 2.007 -1.216 0.597
*
```

Its highest occupied orbital energy is -4.57 eV. The orbital gap comes out at 9.191 eV.

natural (NBO) population analysis, charges in e, atoms 1 to 2: atom 1 (O): -0.813, atom 2 (O): -0.739

Most stable structure, least stable structure: A), B).

A) This record from OMol25 describes the molecule C3H6ClN. The level of theory is the ωB97M-V functional and the def2-TZVPD basis.

Geometry as ORCA input:
```
! wB97M-V def2-TZVPD RIJCOSX def2/J DEFGRID3
* xyz 0 1
Cl -2.665 0.250 -0.023
N 1.153 -0.435 -0.295
C 0.815 0.961 -0.140
C -1.088 -0.725 -0.246
C 0.062 -0.101 0.433
H -0.880 -0.665 -1.242
H 0.426 1.592 -1.057
H 1.359 1.683 0.426
H 0.177 0.090 1.479
H -1.301 -1.674 0.327
H 1.941 -0.976 0.338
*
```

Its highest occupied orbital energy is -9.97 eV. As for the SMILES: ClC[C@@H]1CN1. The orbital gap comes out at 10.857 eV.

natural (NBO) population analysis, charges in e, atoms 1 to 2: atom 1 (Cl): -0.148, atom 2 (N): -0.590

B) This record from OMol25 describes the molecule C3H6ClN. The level of theory is the ωB97M-V functional and the def2-TZVPD basis.

Geometry as ORCA input:
```
! wB97M-V def2-TZVPD RIJCOSX def2/J DEFGRID3
* xyz 0 1
Cl -1.622 -0.346 0.055
N 1.680 -1.095 0.175
C 0.675 1.270 0.489
C 1.219 0.123 -0.321
C -0.217 0.591 -0.440
H -0.475 1.195 -1.284
H 0.562 1.054 1.586
H 2.008 -1.789 -0.514
H 1.724 0.539 -1.180
H 0.952 -1.584 0.683
H 0.984 2.232 0.177
*
```

Its highest occupied orbital energy is -8.85 eV. As for the SMILES: N[C@@H]1C[C@@H]1Cl. The orbital gap comes out at 9.828 eV.

natural (NBO) population analysis, charges in e, atoms 1 to 2: atom 1 (Cl): -0.045, atom 2 (N): -0.825

Most stable structure, least stable structure: B), A).

A) This record from OMol25 describes a cluster of 2 separate species, C3H6O in total. The level of theory is the ωB97M-V functional and the def2-TZVPD basis.

Geometry as ORCA input:
```
! wB97M-V def2-TZVPD RIJCOSX def2/J DEFGRID3
* xyz 0 1
O -2.568 -2.498 0.688
C 2.328 1.426 -0.400
C 2.598 2.301 -1.365
C -2.375 -1.350 0.974
H 3.004 0.575 -0.260
H -1.604 -0.720 0.480
H 1.605 1.552 0.391
H 2.540 3.378 -1.141
H -2.993 -0.879 1.740
H 3.119 2.122 -2.308
*
```

Its highest occupied orbital energy is -9.61 eV. As for the SMILES: C=C.C=O. The orbital gap comes out at 10.419 eV.

natural (NBO) population analysis, charges in e, atoms 1 to 2: atom 1 (O): -0.489, atom 2 (C): -0.390

B) This record from OMol25 describes a structure of composition C3H6O. The level of theory is the ωB97M-V functional and the def2-TZVPD basis.

Geometry as ORCA input:
```
! wB97M-V def2-TZVPD RIJCOSX def2/J DEFGRID3
* xyz 0 1
O -1.038 0.998 -0.129
C 0.180 1.223 -0.783
C 0.375 -0.743 -0.275
C -0.640 -0.091 0.678
H -1.502 -0.712 0.949
H 0.551 0.094 -1.241
H -0.140 0.265 1.593
H 0.943 1.478 -0.013
H -0.075 -1.491 -0.936
H 1.321 -1.089 0.143
*
```

Its highest occupied orbital energy is -8.34 eV. The orbital gap comes out at 9.029 eV.

natural (NBO) population analysis, charges in e, atoms 1 to 2: atom 1 (O): -0.545, atom 2 (C): -0.059

C) This record from OMol25 describes a cluster of 2 separate species, C3H6O in total. The level of theory is the ωB97M-V functional and the def2-TZVPD basis.

Geometry as ORCA input:
```
! wB97M-V def2-TZVPD RIJCOSX def2/J DEFGRID3
* xyz 0 1
O 1.170 -0.164 0.021
C -0.977 -1.211 0.192
C 0.326 1.813 -0.432
C 0.027 -0.715 -0.518
H -0.268 1.806 0.514
H 1.305 2.223 -0.120
H -1.891 -1.506 -0.307
H -0.943 -1.265 1.278
H 0.037 -0.591 -1.592
H 1.214 -0.390 0.963
*
```

Its highest occupied orbital energy is -8.81 eV. The orbital gap comes out at 9.046 eV.

natural (NBO) population analysis, charges in e, atoms 1 to 2: atom 1 (O): -0.652, atom 2 (C): -0.534

Most stable structure, least stable structure: A), C).

A) This record from OMol25 describes the molecule C3H6O. The level of theory is the ωB97M-V functional and the def2-TZVPD basis.

Geometry as ORCA input:
```
! wB97M-V def2-TZVPD RIJCOSX def2/J DEFGRID3
* xyz 0 1
O 0.790 0.314 1.330
C 0.464 0.337 -1.173
C -0.203 -0.722 1.211
C -0.039 0.309 0.192
H -1.046 -0.565 1.892
H 1.529 0.011 -1.333
H -1.152 0.711 -0.183
H 0.140 -1.747 1.109
H 0.319 1.276 -1.695
H -0.802 0.076 -1.350
*
```

Its highest occupied orbital energy is -9.69 eV. As for the SMILES: C[C@H]1CO1. The orbital gap comes out at 10.746 eV.

natural (NBO) population analysis, charges in e, atoms 1 to 2: atom 1 (O): -0.479, atom 2 (C): -0.615

B) This record from OMol25 describes the molecule C3H6O. The level of theory is the ωB97M-V functional and the def2-TZVPD basis.

Geometry as ORCA input:
```
! wB97M-V def2-TZVPD RIJCOSX def2/J DEFGRID3
* xyz 0 1
O -1.003 -0.297 -1.214
C 0.578 -0.001 0.663
C 0.077 -0.895 -0.535
C -0.199 0.992 1.077
H -0.736 1.526 0.291
H 0.885 -1.145 -1.210
H -0.857 0.182 -2.016
H -0.300 -1.706 0.067
H 1.540 -0.358 0.994
H 0.017 1.702 1.882
*
```

Its highest occupied orbital energy is -9.57 eV. As for the SMILES: C=CCO. The orbital gap comes out at 10.516 eV.

natural (NBO) population analysis, charges in e, atoms 1 to 2: atom 1 (O): -0.737, atom 2 (C): -0.187

C) This record from OMol25 describes a cluster of 2 separate species, C3H6O in total. The level of theory is the ωB97M-V functional and the def2-TZVPD basis.

Geometry as ORCA input:
```
! wB97M-V def2-TZVPD RIJCOSX def2/J DEFGRID3
* xyz 0 1
O -2.006 1.555 0.146
C 1.513 1.092 0.111
C -1.384 -0.847 -0.254
C -1.293 0.637 -0.020
H -2.294 -1.110 -0.788
H 1.912 0.250 0.785
H -1.604 -1.434 0.718
H 1.353 1.092 -0.902
H 1.670 2.012 0.490
H -0.545 -1.356 -0.793
*
```

Its highest occupied orbital energy (spin up / spin down) is -7.39 / -8.37 eV. The orbital gap (spin up / spin down) comes out at 7.980 / 8.901 eV.

natural (NBO) population analysis, charges in e, atoms 1 to 2: atom 1 (O): -0.482, atom 2 (C): -0.582

Most stable structure, least stable structure: B), A).

A) This record from OMol25 describes the molecule C3H6O. The level of theory is the ωB97M-V functional and the def2-TZVPD basis.

Geometry as ORCA input:
```
! wB97M-V def2-TZVPD RIJCOSX def2/J DEFGRID3
* xyz 0 1
O -1.401 -0.701 0.013
C 1.475 -0.467 -0.016
C 0.536 0.738 0.013
C -0.982 0.403 -0.024
H -1.632 1.339 -0.123
H 1.439 -1.065 -0.947
H 0.806 1.431 -0.761
H 2.498 -0.252 0.070
H 0.675 1.149 1.001
H 1.245 -1.039 0.826
*
```

Its highest occupied orbital energy is -9.82 eV. As for the SMILES: CCC=O. The orbital gap comes out at 10.885 eV.

natural (NBO) population analysis, charges in e, atoms 1 to 2: atom 1 (O): -0.511, atom 2 (C): -0.604

B) This record from OMol25 describes the molecule C3H6O. The level of theory is the ωB97M-V functional and the def2-TZVPD basis.

Geometry as ORCA input:
```
! wB97M-V def2-TZVPD RIJCOSX def2/J DEFGRID3
* xyz 0 1
O -1.164 -1.004 0.362
C 0.556 0.509 -0.292
C 0.151 -0.921 -0.115
C -0.128 1.584 0.045
H 1.593 0.621 -0.623
H 0.307 -1.462 -1.088
H 0.345 2.538 0.006
H 0.874 -1.403 0.560
H -1.108 1.459 0.476
H -1.426 -1.922 0.669
*
```

Its highest occupied orbital energy is -9.54 eV. As for the SMILES: C=CCO. The orbital gap comes out at 10.394 eV.

natural (NBO) population analysis, charges in e, atoms 1 to 2: atom 1 (O): -0.726, atom 2 (C): -0.197

C) This record from OMol25 describes the molecule C3H6O. The level of theory is the ωB97M-V functional and the def2-TZVPD basis.

Geometry as ORCA input:
```
! wB97M-V def2-TZVPD RIJCOSX def2/J DEFGRID3
* xyz 0 1
O -0.448 -1.253 1.258
C -1.009 0.783 0.191
C 1.090 -0.550 -0.431
C -0.140 -0.432 0.437
H 1.684 -1.423 -0.116
H -0.661 1.398 -0.647
H -1.029 1.351 1.134
H 1.710 0.359 -0.345
H 0.811 -0.652 -1.486
H -2.007 0.418 0.005
*
```

Its highest occupied orbital energy is -9.67 eV. As for the SMILES: CC(C)=O. The orbital gap comes out at 10.639 eV.

natural (NBO) population analysis, charges in e, atoms 1 to 2: atom 1 (O): -0.540, atom 2 (C): -0.727

D) This record from OMol25 describes the molecule C3H6O. The level of theory is the ωB97M-V functional and the def2-TZVPD basis.

Geometry as ORCA input:
```
! wB97M-V def2-TZVPD RIJCOSX def2/J DEFGRID3
* xyz 0 1
O -0.325 0.698 1.932
C -0.860 -0.696 -0.556
C 0.470 0.849 0.975
C 0.620 -0.165 -0.290
H 1.485 -0.756 -0.135
H 0.821 0.536 -1.086
H -0.948 -1.391 -1.410
H 1.477 1.567 1.017
H -1.455 0.178 -0.896
H -1.285 -0.821 0.448
*
```

Its highest occupied orbital energy is -9.85 eV. As for the SMILES: CCC=O. The orbital gap comes out at 10.621 eV.

natural (NBO) population analysis, charges in e, atoms 1 to 2: atom 1 (O): -0.530, atom 2 (C): -0.640

Most stable structure, least stable structure: C), D).

A) This record from OMol25 describes the molecule C3H6O. The level of theory is the ωB97M-V functional and the def2-TZVPD basis.

Geometry as ORCA input:
```
! wB97M-V def2-TZVPD RIJCOSX def2/J DEFGRID3
* xyz 0 1
O 1.560 -0.499 -0.124
C 0.287 0.016 -0.014
C 0.065 1.332 0.078
C -0.800 -1.012 -0.012
H -0.686 -1.680 0.848
H -1.795 -0.558 0.042
H 0.872 2.057 0.073
H -0.754 -1.614 -0.925
H -0.944 1.723 0.163
H 2.195 0.236 -0.129
*
```

Its highest occupied orbital energy is -8.87 eV. As for the SMILES: C=C(C)O. The orbital gap comes out at 9.836 eV.

natural (NBO) population analysis, charges in e, atoms 1 to 2: atom 1 (O): -0.686, atom 2 (C): 0.340

B) This record from OMol25 describes the molecule C3H6O. The level of theory is the ωB97M-V functional and the def2-TZVPD basis.

Geometry as ORCA input:
```
! wB97M-V def2-TZVPD RIJCOSX def2/J DEFGRID3
* xyz 0 1
O 1.733 -0.189 -0.244
C -0.675 -0.824 -0.164
C 0.498 -0.081 0.424
C -0.629 0.709 -0.175
H -0.559 -1.297 -1.136
H -0.485 1.214 -1.118
H -1.304 1.276 0.501
H -1.353 -1.333 0.503
H 2.219 0.630 -0.096
H 0.554 -0.106 1.504
*
```

Its highest occupied orbital energy is -10.00 eV. As for the SMILES: OC1CC1. The orbital gap comes out at 11.071 eV.

natural (NBO) population analysis, charges in e, atoms 1 to 2: atom 1 (O): -0.702, atom 2 (C): -0.435

C) This record from OMol25 describes the molecule C3H6O. The level of theory is the ωB97M-V functional and the def2-TZVPD basis.

Geometry as ORCA input:
```
! wB97M-V def2-TZVPD RIJCOSX def2/J DEFGRID3
* xyz 0 1
O 0.708 -0.924 0.552
C -1.371 0.253 0.203
C 1.595 -0.040 -0.042
C -0.005 -0.209 -0.398
H 1.812 0.976 0.250
H 2.531 -0.597 -0.295
H -1.665 -0.460 0.997
H -0.038 -0.452 -1.452
H -2.202 0.229 -0.519
H -1.375 1.239 0.671
*
```

Its highest occupied orbital energy is -9.33 eV. As for the SMILES: C[C@H]1CO1. The orbital gap comes out at 10.506 eV.

natural (NBO) population analysis, charges in e, atoms 1 to 2: atom 1 (O): -0.478, atom 2 (C): -0.654

Most stable structure, least stable structure: A), C).